No. 1
Density functional theory data (ωB97M-V with the def2-TZVPD basis set) for a structure of composition C29H33AgN3P2S2 at a distorted geometry.

```
70
Properties=species:S:1:pos:R:3:forces:R:3
Ag 0.227649 -0.226412 -0.193421 0.2 0.0 0.1
N 0.347586 -1.020409 2.165801 -0.1 -0.2 0.2
C -0.148725 -0.055436 3.124242 -0.2 0.1 0.2
C -1.350516 0.700071 2.541169 0.2 -0.1 0.3
N -1.085081 1.322450 1.256115 -0.5 0.1 -0.1
C -0.479502 2.642056 1.282099 0.3 0.1 0.1
C 1.052717 2.618980 1.323201 -0.1 0.2 0.1
N 1.571705 1.854295 0.209143 0.1 0.3 -0.1
H -0.353260 -1.730846 1.958368 0.1 0.0 -0.2
H 1.170300 -1.496349 2.510413 0.0 0.0 -0.1
H 0.662026 0.637482 3.364257 -0.1 0.0 0.1
H -0.479019 -0.518492 4.072957 0.0 0.2 -0.1
H -1.708693 1.437784 3.286389 0.1 -0.2 -0.1
H -2.136309 -0.041676 2.382410 -0.1 0.1 0.0
H -1.957827 1.385154 0.744670 0.2 -0.1 0.0
H -0.846555 3.230994 2.140983 0.0 0.0 -0.1
H -0.765834 3.147902 0.357247 -0.1 0.1 0.0
H 1.397559 2.154492 2.250527 0.0 0.1 0.0
H 1.401439 3.668728 1.325749 -0.1 -0.2 0.1
H 2.583526 1.820695 0.224440 -0.1 -0.1 -0.1
H 1.286049 2.262231 -0.681352 0.1 -0.3 -0.1
S -1.209137 -3.172936 -0.030454 -0.6 -0.3 0.9
P -0.556968 -2.821332 -1.864096 1.0 0.5 0.1
C 0.280943 -1.324653 -2.002797 -1.3 -0.4 -1.3
P 0.176363 -0.341672 -3.411034 0.6 -0.9 0.6
S 0.527494 1.560849 -3.049544 0.1 1.1 0.0
C 1.448761 -0.922469 -4.603788 0.2 0.1 0.2
C 2.513533 -0.097164 -4.949402 -0.2 0.1 -0.1
C 3.607359 -0.607054 -5.624818 0.2 0.0 -0.1
C 3.655245 -1.949738 -5.959419 0.1 -0.1 0.0
C 2.596269 -2.781150 -5.619752 0.2 -0.2 -0.2
C 1.510191 -2.273022 -4.938895 -0.2 0.2 0.0
C -1.364125 -0.354829 -4.401386 0.2 0.0 0.2
C -2.466053 0.197855 -3.759873 0.0 0.1 0.1
C -3.656732 0.369967 -4.432509 -0.1 0.2 0.0
C -3.760526 -0.025578 -5.757387 -0.1 0.1 -0.1
C -2.673511 -0.598418 -6.393196 -0.1 0.0 -0.2
C -1.472751 -0.761537 -5.723586 0.1 0.0 0.2
C -1.934536 -3.174140 -3.011918 0.1 0.2 0.1
C -1.841763 -3.910463 -4.186825 0.1 0.1 0.2
C -2.950728 -4.057855 -5.000063 -0.1 -0.1 -0.2
C -4.156934 -3.468955 -4.657632 0.0 -0.1 -0.1
C -4.252331 -2.729320 -3.489557 -0.1 0.0 0.0
C -3.147778 -2.580600 -2.678181 0.0 -0.1 0.1
C 0.583448 -4.239502 -2.119992 0.0 0.2 0.1
C 1.940974 -3.975139 -1.986422 -0.1 0.1 -0.1
C 2.855313 -5.010856 -1.967988 0.2 -0.2 0.0
C 2.415459 -6.320017 -2.078921 0.1 -0.1 0.0
C 1.060922 -6.589612 -2.211349 0.0 -0.2 0.0
C 0.144963 -5.554996 -2.219782 0.0 0.1 -0.1
H 2.467879 0.950777 -4.681916 0.0 0.0 0.1
H 4.434432 0.045511 -5.878819 0.0 0.0 0.0
H 4.518573 -2.352430 -6.473759 0.0 0.0 0.0
H 2.636131 -3.834217 -5.868217 0.0 0.0 0.0
H 0.693701 -2.919860 -4.647274 0.0 -0.1 0.0
H -2.352946 0.503134 -2.723655 -0.1 0.0 -0.1
H -4.504280 0.822423 -3.933758 -0.1 0.0 0.0
H -4.687690 0.121550 -6.296911 0.0 0.0 0.0
H -2.754007 -0.906717 -7.427375 0.0 0.0 -0.1
H -0.619683 -1.189782 -6.231003 0.0 0.0 0.0
H -0.906964 -4.380683 -4.463260 0.0 0.0 0.0
H -2.869657 -4.637916 -5.910880 0.0 0.0 0.0
H -5.018969 -3.584818 -5.301681 0.0 0.0 0.0
H -5.189503 -2.262919 -3.214922 0.0 0.0 0.0
H -3.201506 -2.009471 -1.758966 0.0 0.0 0.0
H 2.253056 -2.940866 -1.885137 0.0 0.0 0.0
H 3.912266 -4.802093 -1.852525 0.0 0.0 0.0
H 3.124216 -7.136361 -2.036902 0.1 -0.1 -0.1
H 0.719617 -7.615100 -2.286929 0.0 0.0 0.0
H -0.916899 -5.761048 -2.277303 0.0 0.0 0.0
```
Forces are in eV/Å.

## Properties
Kohn-Sham gap, Eh: 0.2193
Maximum force, eV/A: 1.87
Relative energy (zero: lowest compared OMol25 entry of this formula, charge and spin), eV: 0.343
HOMO energy, hartree: -0.120
Net charge: -1
Calculated total energy, hartree: -2915.27690

=====

No. 2
Density functional theory data (ωB97M-V with the def2-TZVPD basis set) for a structure of composition C29H33AsBrMnN5O8S.

```
79
Properties=species:S:1:pos:R:3:forces:R:3
Mn 1.309663 0.068609 -0.715315 0.1 -0.2 0.0
O 3.761282 2.519475 -2.924607 0.0 0.0 0.0
As 2.255798 1.717095 -2.515043 -0.1 0.0 0.0
O 2.523324 0.068995 -2.411881 0.0 0.0 0.0
O 1.761586 2.095238 -0.959947 0.0 0.0 0.0
C 1.136655 2.355335 -3.939344 0.0 0.0 0.0
C 1.750678 3.093793 -4.947545 0.0 0.0 0.0
C 1.009602 3.567950 -6.019218 0.0 0.0 0.0
C -0.347367 3.299854 -6.093566 0.0 0.0 0.0
C -0.963902 2.562424 -5.095070 0.0 0.0 0.0
C -0.231704 2.090859 -4.015453 0.0 0.0 0.0
S -1.174421 1.217946 -2.767894 0.0 0.0 -0.1
O -2.128611 0.411974 -3.496424 0.0 0.0 0.0
O -1.744859 2.244555 -1.926668 0.0 0.0 0.0
O -0.186635 0.361483 -2.080502 -0.1 0.0 0.1
H 4.491841 1.986085 -2.588029 0.0 0.0 0.0
H 2.810606 3.294750 -4.891830 0.0 0.0 0.0
H 1.498187 4.140693 -6.796205 0.0 0.0 0.0
H -0.929844 3.660700 -6.931093 0.0 0.0 0.0
H -2.019973 2.334094 -5.145444 0.0 0.0 0.0
C -2.363233 3.393358 1.144443 0.0 0.0 0.0
C -1.671581 2.108199 1.492269 0.0 0.0 0.0
C -2.055035 1.309280 2.557465 0.0 0.0 0.0
C -1.361312 0.140329 2.823810 0.0 0.0 0.0
C -0.320846 -0.207344 1.984393 0.0 0.1 0.0
Br 0.597211 -1.808651 2.404573 0.0 0.0 0.0
N 0.063206 0.520055 0.939800 -0.1 -0.1 0.1
C -0.597346 1.670081 0.729134 0.0 0.0 0.0
H -3.387266 3.395392 1.517697 0.0 0.0 0.0
H -2.383321 3.525066 0.063892 0.0 0.0 0.0
H -1.843330 4.245206 1.587204 0.0 0.0 0.0
H -2.893548 1.594171 3.182199 0.0 0.0 0.0
H -1.619977 -0.498698 3.654649 0.0 0.0 0.0
H -0.247196 2.251705 -0.109921 0.0 0.0 0.0
O -3.149231 -4.532410 -4.529974 0.0 0.0 0.0
C -2.353039 -5.180716 -3.650012 0.0 0.0 0.0
O -2.510974 -6.350419 -3.439756 0.0 0.0 0.0
C -1.316270 -4.347081 -2.969314 0.0 0.0 0.0
C -0.934184 -4.710549 -1.684888 0.0 0.0 0.0
C -0.030385 -3.931775 -0.986380 0.0 0.0 0.0
C 0.501610 -2.797059 -1.586747 0.0 0.0 0.0
C 0.158439 -2.444599 -2.883700 0.0 0.0 0.0
C -0.754730 -3.224886 -3.569535 0.0 0.0 0.0
N 1.399632 -1.960294 -0.865835 0.0 0.1 0.0
C 2.464051 -2.471985 -0.383642 0.0 0.0 0.0
C 3.332584 -1.588720 0.386369 0.0 0.0 0.0
C 4.487386 -2.001937 1.031161 0.0 0.0 0.0
C 5.195129 -1.071939 1.774164 0.0 0.0 0.0
C 4.732220 0.234105 1.837209 0.0 0.0 0.0
C 3.577210 0.573576 1.152069 0.0 0.0 0.0
N 2.888872 -0.322516 0.448386 0.0 0.0 0.0
H -3.017263 -3.578264 -4.451641 0.0 0.0 0.0
H -1.374478 -5.591292 -1.237301 0.0 0.0 0.0
H 0.232458 -4.169064 0.037145 0.0 0.0 0.0
H 0.605266 -1.567193 -3.327330 0.0 0.0 0.0
H -1.014992 -2.950633 -4.585269 0.0 0.0 0.0
H 2.723690 -3.518702 -0.527219 0.0 0.0 0.0
H 4.813580 -3.030134 0.952044 0.0 0.0 0.0
H 6.097540 -1.360731 2.296089 0.0 0.0 0.0
H 5.259286 0.987792 2.404800 0.0 0.0 0.0
H 3.180462 1.580955 1.137280 0.0 0.0 0.0
C -4.760991 -1.693122 -2.741907 0.0 0.0 0.0
C -4.318384 -1.457265 -1.300902 0.0 0.0 0.0
C -5.068087 -2.401186 -0.366705 0.0 0.0 0.0
C -4.594705 0.002695 -0.918367 0.0 0.0 0.0
N -2.882173 -1.792045 -1.270041 0.0 0.0 0.0
N -2.219350 -1.576252 -0.032876 0.0 0.0 0.0
H -5.811053 -1.426059 -2.871468 0.0 0.0 0.0
H -4.643169 -2.746717 -3.003230 0.0 0.0 0.0
H -4.166815 -1.079131 -3.422852 0.0 0.0 0.0
H -6.144041 -2.235045 -0.441990 0.0 0.0 0.0
H -4.781391 -2.241811 0.675245 0.0 0.0 0.0
H -4.856025 -3.439284 -0.629750 0.0 0.0 0.0
H -5.660842 0.221636 -1.006698 0.0 0.0 0.0
H -4.043851 0.682646 -1.570072 0.0 0.0 0.0
H -4.314868 0.214894 0.117973 0.0 0.0 0.0
H -2.403457 -1.222100 -1.960633 0.0 0.0 0.0
H -2.345049 -2.397555 0.546933 0.0 0.0 0.0
H -2.610347 -0.778880 0.465038 0.0 0.0 0.0
```
Forces are in eV/Å.

## Properties
Kohn-Sham gap (spin up / spin down), Eh: 0.2845 / 0.2588
Maximum force, eV/A: 0.23
Relative energy (zero: lowest compared OMol25 entry of this formula, charge and spin), eV: 0.161
Spin multiplicity: 2
HOMO energy (spin up / spin down), hartree: -0.314 / -0.288
Calculated total energy, hartree: -8359.65297

=====

No. 3
Density functional theory data (ωB97M-V with the def2-TZVPD basis set) for a structure of composition C29H33BrHfN9O2 at a distorted geometry.

```
75
Properties=species:S:1:pos:R:3:forces:R:3
Hf 0.442768 -0.178248 -0.751072 1.5 1.3 1.6
O -2.044490 -4.157463 -2.637491 0.0 0.1 0.1
C -3.164807 -3.473613 -2.248467 -0.1 0.1 0.1
C -4.446687 -3.937208 -2.510248 0.0 -0.1 0.0
C -5.546673 -3.203244 -2.098109 0.1 -0.1 0.0
C -5.378324 -1.998309 -1.428599 -0.1 0.1 0.0
C -4.100967 -1.537650 -1.165207 0.0 0.0 0.0
C -2.989354 -2.269871 -1.564228 0.1 0.1 -0.1
C -1.587775 -1.810400 -1.277570 -0.5 -1.1 0.1
O -1.396325 -0.418639 -1.202382 -1.5 0.0 -0.3
N -1.117596 -2.432526 -0.006307 -0.3 -0.5 -0.2
N -0.302522 -1.632355 0.770368 -0.3 -0.3 0.1
C -0.284321 -1.809772 2.050759 0.0 -0.2 -0.1
C 0.588234 -1.135239 2.943770 0.4 0.5 -0.1
Br 1.714180 0.130936 2.011363 -0.2 -0.4 0.1
C 0.616653 -1.374802 4.276615 -0.1 -0.1 -0.2
C 1.368270 -0.888922 5.392077 0.2 0.1 0.4
C 1.111282 -1.515750 6.628540 -0.1 0.0 -0.2
C 1.781524 -1.137643 7.771797 0.1 0.1 0.1
C 2.724080 -0.118762 7.711517 -0.1 -0.1 0.0
C 2.983068 0.525186 6.503721 0.0 0.0 0.0
C 2.317953 0.149594 5.357322 -0.1 -0.1 -0.1
H -2.311536 -4.977317 -3.066632 0.0 -0.1 -0.1
H -4.577491 -4.874123 -3.040585 0.0 0.0 0.0
H -6.538480 -3.581282 -2.305426 0.0 0.0 0.0
H -6.240084 -1.422265 -1.121672 0.0 0.0 0.0
H -3.951164 -0.590915 -0.659647 0.0 0.0 0.0
H -0.969172 -2.228978 -2.075092 0.0 0.1 0.0
H -1.845919 -2.932338 0.489956 -0.1 0.1 0.1
H -0.957488 -2.543600 2.490993 0.0 0.0 0.0
H -0.109086 -2.137429 4.557369 0.0 0.0 0.0
H 0.379251 -2.313080 6.682920 0.0 0.0 0.0
H 1.570243 -1.628878 8.711453 0.0 0.0 0.0
H 3.258769 0.176416 8.604468 0.0 0.0 0.0
H 3.705422 1.329105 6.469724 0.0 0.0 0.0
H 2.531362 0.668203 4.434989 0.0 0.0 0.1
N 0.352664 0.504514 -3.012650 -0.3 -0.6 -0.2
C 0.831678 -0.602513 -3.831866 0.1 -0.1 -0.3
C 0.802867 -0.537523 -5.201563 0.0 0.0 0.2
C 1.229208 -1.617286 -5.992173 0.0 -0.1 -0.1
C 1.670536 -2.765647 -5.398712 0.0 0.0 -0.1
C 1.718564 -2.866410 -3.991599 -0.1 0.1 0.2
C 2.135496 -4.042366 -3.330840 0.0 0.1 0.0
C 2.156273 -4.091596 -1.960807 0.1 -0.1 -0.1
C 1.785131 -2.957630 -1.242837 0.0 0.0 0.0
N 1.374944 -1.830292 -1.819429 0.4 -0.6 -0.6
C 1.316051 -1.766866 -3.194215 0.1 -0.1 -0.3
H -0.668420 0.494345 -3.033019 0.0 0.1 -0.2
H 0.639984 1.373611 -3.448498 0.2 0.1 0.2
H 0.431072 0.359625 -5.683778 0.0 0.0 0.0
H 1.186375 -1.534825 -7.069380 0.0 0.0 0.0
H 1.986088 -3.612011 -5.995300 0.0 0.0 0.0
H 2.433003 -4.897764 -3.925177 0.0 0.0 0.0
H 2.460659 -4.984530 -1.434401 0.0 0.0 0.0
H 1.822497 -2.961202 -0.159846 -0.1 0.0 0.0
C 0.845775 5.439008 -0.941202 0.1 0.1 0.0
N 0.083221 4.214763 -0.663805 0.1 0.0 0.0
C -1.307790 4.378105 -0.230258 -0.1 0.0 0.1
C 0.649492 3.012644 -0.650279 0.0 0.1 0.1
N 0.026962 1.901792 -0.308119 0.2 0.4 -0.2
N 1.987491 2.970534 -1.023189 0.0 0.2 0.1
C 2.884506 1.917457 -1.012293 0.0 -0.2 -0.1
N 4.168636 2.289520 -1.009880 0.0 0.0 0.0
N 2.489209 0.672342 -1.056577 0.6 0.9 0.2
H 1.330878 5.401845 -1.917994 0.0 0.0 0.0
H 1.573683 5.648670 -0.152784 0.0 -0.1 0.0
H 0.159285 6.277826 -0.967195 0.0 0.0 0.0
H -1.700804 5.296673 -0.652873 0.0 0.0 0.0
H -1.374629 4.443182 0.857432 0.0 0.0 0.0
H -1.935380 3.564481 -0.590945 0.0 0.0 -0.1
H -0.910179 2.079141 0.032386 0.0 0.0 0.0
H 2.410545 3.875596 -1.145887 0.0 0.1 -0.1
H 4.459156 3.250323 -0.929069 0.0 0.0 0.0
H 4.907925 1.606324 -1.051816 0.0 0.0 0.0
H 3.289541 0.048704 -1.049659 -0.1 -0.1 0.0
```
Forces are in eV/Å.

## Properties
Kohn-Sham gap, Eh: 0.2422
Maximum force, eV/A: 2.57
Relative energy (zero: lowest compared OMol25 entry of this formula, charge and spin), eV: 0.593
HOMO energy, hartree: -0.552
Net charge: +3
Calculated total energy, hartree: -4389.51639

=====

No. 4
Density functional theory data (ωB97M-V with the def2-TZVPD basis set) for a structure of composition C29H33Cl3MgN6O4SSe2.

```
79
Properties=species:S:1:pos:R:3:forces:R:3
Mg -0.668087 -0.144866 2.325583 -0.1 0.0 0.1
C -3.210626 2.872959 1.740739 0.0 0.0 0.0
C -3.113681 1.450450 2.211979 0.1 0.1 0.0
C -2.487366 1.141604 3.426550 -0.2 -0.1 0.1
C -2.439979 -0.182532 3.901481 0.0 0.1 0.2
C -1.937098 -0.484968 5.288962 0.0 0.0 0.0
C -2.936649 -1.203749 3.081474 0.0 0.0 0.1
C -3.608821 -0.911548 1.887873 0.0 0.0 -0.1
C -4.292412 -2.002690 1.114280 0.0 0.0 0.0
C -3.680015 0.414853 1.471637 0.0 0.0 0.0
H -2.485478 3.516035 2.237761 0.0 0.0 0.0
H -4.202425 3.274201 1.956671 0.0 0.0 0.0
H -3.064222 2.942035 0.662759 0.0 0.0 0.0
H -2.127228 1.940215 4.063239 0.0 0.0 0.0
H -1.267688 0.290207 5.658534 0.0 0.0 0.0
H -1.435533 -1.451464 5.345251 0.0 0.0 0.0
H -2.788754 -0.524768 5.970836 0.0 0.0 0.0
H -2.898507 -2.228154 3.437628 0.0 0.0 0.0
H -3.771679 -2.955343 1.208651 0.0 0.0 0.0
H -4.394864 -1.751231 0.059012 0.0 0.0 0.0
H -5.301457 -2.145580 1.506308 0.0 0.0 0.0
H -4.193423 0.653622 0.546404 0.0 0.0 0.0
Se 2.832095 -4.128427 -0.973544 0.0 0.0 0.0
Se 4.204020 -2.618695 0.105433 0.1 0.0 0.0
C 3.399082 -2.424520 1.834122 0.3 0.0 -0.1
C 4.404896 -2.057918 2.859974 0.1 -0.1 -0.2
C 4.036072 -1.794117 4.103576 0.0 0.0 0.0
C 2.584316 -1.828836 4.450083 -0.1 0.0 0.0
C 1.642267 -2.385913 3.335611 -0.2 0.2 0.2
N 2.160751 -2.598354 2.024300 -0.3 -0.1 0.1
C 1.516802 -2.928353 -1.649506 0.0 0.0 0.1
C 1.147408 -2.899515 -2.944913 -0.1 0.1 -0.1
C 0.072412 -2.098499 -3.551218 0.0 0.0 0.1
C -0.754796 -1.092882 -3.202695 0.0 -0.1 -0.1
C -1.144814 -0.911512 -0.588199 -0.2 0.1 0.1
N 0.900362 -2.048900 -0.771952 -0.4 -0.2 -0.1
H 5.449000 -2.078129 2.575955 0.0 0.0 0.0
H 4.760273 -1.581945 4.878710 0.0 0.0 0.0
H 2.401495 -2.246691 5.441067 0.0 0.0 0.0
H 0.992073 -3.205750 3.637895 0.0 0.0 0.0
H 1.685337 -3.518432 -3.650580 0.0 0.0 0.0
H -0.100352 -2.392015 -4.582602 0.0 0.0 0.0
H -1.832097 0.398803 -2.194244 0.0 0.0 0.0
H -2.193901 -1.075138 -0.365713 0.0 0.0 0.0
C 2.333511 3.035900 -6.971782 0.0 0.0 0.0
C 2.003779 3.053083 -5.481138 0.1 0.0 -0.1
S 0.383777 2.379366 -5.217182 0.1 0.0 0.0
O 0.409893 0.979462 -5.571849 0.0 0.0 0.0
O -0.591891 3.261245 -5.780701 -0.1 0.1 0.0
C 0.138648 2.410825 -3.438370 -0.1 -0.1 0.1
C 0.935012 1.319477 -2.722648 0.0 0.0 0.0
N 0.172677 0.662573 -1.667851 0.0 0.0 -0.1
C 0.291366 0.796854 -0.360188 0.0 -0.1 0.0
N -0.509591 0.019136 0.353414 0.2 0.3 -0.3
C -0.363916 -2.165184 -0.753495 0.4 0.0 0.0
C -0.966452 -0.226191 -1.981289 0.1 0.0 -0.1
N -1.682647 -0.672583 -4.336386 0.2 0.0 0.1
O -1.726580 -1.354675 -5.323673 0.0 0.0 0.0
O -2.335063 0.342595 -4.164499 0.0 0.0 0.0
C 1.275430 1.732629 0.244647 0.0 0.0 0.0
H 3.328478 3.451440 -7.120336 0.0 0.0 0.0
H 1.622577 3.638833 -7.533049 0.0 0.0 0.0
H 2.319514 2.020033 -7.361875 0.0 0.0 0.0
H 1.994657 4.065962 -5.076307 0.0 0.0 0.0
H 2.699588 2.437371 -4.906762 0.0 0.0 0.0
H -0.932509 2.201614 -3.386013 0.0 0.0 0.0
H 0.310199 3.417090 -3.058450 0.0 0.0 0.0
H 1.871509 1.684498 -2.305493 0.0 0.1 0.0
H 1.184353 0.543787 -3.448082 0.0 0.0 0.0
H -0.877894 -3.036603 -1.165904 0.0 0.0 0.0
H 2.284890 1.344200 0.095951 0.0 0.0 0.0
H 1.112262 1.840411 1.315122 0.0 0.0 -0.1
H 1.220452 2.720087 -0.212011 0.0 0.0 0.0
Cl 3.499695 1.397619 4.574131 0.0 0.0 -0.1
C 1.872809 0.784783 4.798488 0.0 0.2 0.2
Cl 1.480908 0.674441 6.511090 0.0 0.0 0.0
Cl 0.721524 1.873157 3.970489 -0.2 0.0 0.0
C 1.764708 -0.589748 4.221837 -0.2 -0.3 -0.1
N 0.897642 -1.037065 3.384961 0.6 -0.2 0.0
```
Forces are in eV/Å.

## Properties
Kohn-Sham gap, Eh: 0.2798
Maximum force, eV/A: 0.67
Relative energy (zero: lowest compared OMol25 entry of this formula, charge and spin), eV: 4.279
HOMO energy, hartree: -0.499
Net charge: +2
Calculated total energy, hartree: -8535.46504

=====

> What is the formula in the second record?

C29H33AsBrMnN5O8S

=====

> What is the relative energy (zero: lowest compared OMol25 entry of this formula, charge and spin) in the second record?

0.161 eV

=====

> What is the formula in the third record?

C29H33BrHfN9O2